The following is a quantum chemistry calculation of a structure of composition C13H6N5Se3Te2W in a non-equilibrium geometry, from OMol25.

## Properties
Multiplicity   3
Charge   +1
Strongest force on any atom   1.1 eV/A
Relative energy (zero: lowest compared OMol25 entry of this formula, charge and spin)   1.3 kcal/mol
HOMO (spin up / spin down)   -10.57 / -10.43 eV
Molecular weight   908.1 g mol⁻¹

Last column: Löwdin spin population.
Atoms and positions in Å:
W1 -2.71 0.63 -1.11  1.30
Se1 4.19 -1.78 2.47  0.00
N1 2.43 -2.10 2.44  0.00
C1 1.86 -1.31 1.58  0.00
C2 0.35 -1.49 1.46  0.00
C3 -0.32 -2.43 2.21  0.01
C4 -1.70 -2.58 2.09  0.00
C5 -2.40 -1.79 1.21  0.01
N2 -1.80 -0.85 0.45  0.01
C6 -0.46 -0.75 0.61  0.01
C7 1.18 0.77 -0.49  -0.02
N3 0.64 1.61 -1.39  -0.01
C8 1.42 2.48 -2.05  -0.02
C9 2.77 2.44 -1.75  0.00
C10 3.30 1.54 -0.81  -0.02
C11 2.48 0.65 -0.13  0.00
C12 2.82 -0.38 0.90  0.00
N4 4.06 -0.49 1.24  0.00
H1 0.24 -3.05 2.90  0.00
H2 -2.23 -3.32 2.68  0.00
H3 -3.47 -1.89 1.10  0.00
H4 0.97 3.15 -2.77  0.00
H5 3.43 3.13 -2.27  0.00
H6 4.37 1.55 -0.61  0.00
Se2 -4.91 -0.35 -0.62  0.05
Te1 -6.83 0.66 -1.94  0.44
Te2 -5.72 2.46 -3.41  0.38
Se3 -3.22 2.26 -2.74  -0.06
N5 0.02 0.20 -0.19  -0.01
C13 -0.75 1.02 -1.10  -0.06